Entry 1:
Below is C31H57F12HgN5O11S4 as an isolated structure in a non-equilibrium geometry, with properties calculated with ωB97M-V with the def2-TZVPD basis set.

Summary:
net charge	0
frontier orbital gap	4.11	eV

Each line ends with the Löwdin charge.
Positions of all 121 atoms, in Å:
Hg (-0.0277, 2.8910, 0.9457)  1.354
C (2.2045, 2.8641, 4.9739)  -0.676
F (2.4135, 1.6123, 4.5701)  0.141
F (1.0305, 2.9690, 5.5763)  0.156
F (3.1227, 3.1881, 5.8616)  0.157
S (2.3957, 4.0623, 3.4949)  0.690
O (3.7503, 3.9221, 3.0411)  -0.257
O (1.3657, 3.6987, 2.5212)  -0.451
N (1.7581, 5.4990, 4.2433)  -0.253
S (3.0436, 6.3044, 4.7327)  0.541
O (2.4461, 7.2769, 5.6280)  -0.304
O (4.1307, 5.6009, 5.3500)  -0.274
C (3.5731, 7.3308, 3.2701)  -0.648
F (4.4586, 6.6696, 2.5068)  0.113
F (2.4901, 7.5565, 2.4840)  0.088
F (4.0758, 8.5153, 3.5865)  0.157
C (-0.9964, -1.3618, 0.3665)  -0.684
F (-1.3407, -2.3061, -0.4687)  0.186
F (-2.0077, -1.1510, 1.1953)  0.143
F (0.0733, -1.6729, 1.0594)  0.169
S (-0.7784, 0.2715, -0.6046)  0.661
O (-0.5764, -0.0995, -1.9776)  -0.262
O (-1.8736, 1.1464, -0.2219)  -0.331
N (0.6336, 0.9342, 0.0408)  -0.396
S (1.9748, 0.3158, -0.5436)  0.611
O (1.9214, -1.0284, -1.0910)  -0.251
O (2.6298, 1.3126, -1.3682)  -0.283
C (3.1177, 0.2578, 0.9653)  -0.695
F (2.8419, 1.2674, 1.7711)  0.122
F (2.8487, -0.8539, 1.6294)  0.154
F (4.3658, 0.2723, 0.5956)  0.203
C (1.7077, -2.4397, -8.1839)  -0.045
C (1.2463, -2.3160, -6.7033)  -0.496
C (-0.2126, -1.8356, -6.8956)  -0.132
C (-1.1860, -2.1258, -5.7197)  -0.154
C (-1.0354, -3.5847, -5.1732)  -0.136
C (0.4238, -3.9570, -4.9001)  -0.508
N (1.2218, -3.6156, -6.0498)  -0.101
O (2.4909, -4.2508, -6.0351)  -0.009
C (0.7748, -3.1053, -3.6284)  -0.041
C (0.4903, -5.4056, -4.4074)  -0.029
C (2.0904, -1.2609, -5.9857)  -0.024
H (1.4040, -3.2951, -8.7950)  0.086
H (2.7810, -2.6632, -8.1781)  0.079
H (1.3952, -1.5658, -8.7515)  0.082
H (-0.1935, -0.7433, -6.9686)  0.114
H (-0.7237, -2.1057, -7.8202)  0.112
H (-2.2502, -2.0711, -5.9475)  0.104
H (-0.9747, -1.4478, -4.8924)  0.087
H (-1.4133, -4.2551, -5.9509)  0.119
H (-1.6328, -3.7388, -4.2750)  0.117
H (0.1587, -3.3484, -2.7642)  0.077
H (1.8045, -3.1193, -3.2497)  0.084
H (0.6520, -2.0453, -3.8497)  0.046
H (-0.1018, -6.1560, -4.9393)  0.085
H (1.5297, -5.7270, -4.3558)  0.078
H (0.0533, -5.5115, -3.4127)  0.082
H (2.6226, -0.6088, -6.6792)  0.083
H (2.9170, -1.8406, -5.5553)  0.081
H (1.6566, -0.7115, -5.1532)  0.075
H (2.7972, -4.0933, -5.1254)  0.087
C (3.0625, 4.5927, -0.3651)  -0.025
C (2.0785, 5.1382, -1.4083)  -0.489
C (2.5416, 4.4512, -2.6934)  -0.122
C (1.4937, 4.5357, -3.8144)  -0.183
C (0.1388, 4.0127, -3.3390)  -0.127
C (-0.3944, 4.7420, -2.0813)  -0.442
N (0.7136, 4.7026, -1.0757)  -0.109
O (0.2510, 5.1072, 0.2086)  -0.103
C (-0.8381, 6.1903, -2.4248)  -0.011
C (-1.5811, 3.8318, -1.6471)  -0.030
C (2.1512, 6.6851, -1.4545)  0.000
H (2.8251, 5.2232, 0.5045)  0.066
H (4.1147, 4.6942, -0.6135)  0.107
H (2.9140, 3.5914, 0.0418)  0.060
H (3.4258, 4.9214, -3.1187)  0.135
H (2.5718, 3.3673, -2.5733)  0.103
H (1.9102, 4.0444, -4.6956)  0.119
H (1.3795, 5.5724, -4.1587)  0.101
H (0.1827, 2.9255, -3.3846)  0.123
H (-0.5271, 4.3697, -4.1323)  0.125
H (-0.6899, 6.5486, -3.4392)  0.091
H (-1.9089, 6.2058, -2.1900)  0.077
H (-0.5976, 7.0047, -1.7344)  0.077
H (-1.4584, 2.8029, -1.9588)  0.055
H (-1.8192, 3.7935, -0.5707)  0.053
H (-2.4649, 4.3151, -2.0617)  0.093
H (3.1307, 7.1137, -1.2383)  0.097
H (1.5754, 7.1745, -0.6608)  0.076
H (1.8027, 6.9901, -2.4393)  0.078
H (0.2139, 6.0820, 0.1304)  0.112
C (-1.9443, -3.2112, 4.4079)  -0.036
C (-3.4248, -3.5175, 4.8589)  -0.487
C (-4.0403, -4.4654, 3.7934)  -0.138
C (-3.6628, -5.9417, 3.9762)  -0.183
C (-4.0474, -6.3934, 5.3838)  -0.150
C (-3.4608, -5.5686, 6.5248)  -0.494
N (-3.3530, -4.1381, 6.1584)  -0.130
O (-2.8458, -3.3116, 7.1537)  0.002
C (-4.4205, -5.7461, 7.6996)  -0.037
C (-2.0459, -6.1254, 6.7952)  -0.025
C (-4.1890, -2.1854, 4.7201)  -0.032
H (-1.1965, -3.8902, 4.8194)  0.075
H (-1.6502, -2.2398, 4.8235)  0.073
H (-1.7067, -3.0673, 3.3504)  0.060
H (-5.1179, -4.2926, 3.7631)  0.111
H (-3.6010, -4.2995, 2.8068)  0.111
H (-2.5816, -5.9518, 3.7845)  0.107
H (-3.9913, -6.6019, 3.1720)  0.113
H (-3.5728, -7.3809, 5.3921)  0.118
H (-5.1256, -6.5553, 5.3631)  0.121
H (-5.2943, -5.0843, 7.7213)  0.084
H (-4.9605, -6.6923, 7.6571)  0.080
H (-3.8737, -5.4590, 8.6002)  0.083
H (-1.4904, -6.1371, 5.8549)  0.074
H (-1.4357, -5.4530, 7.4011)  0.082
H (-2.1160, -7.1197, 7.2328)  0.087
H (-5.2548, -2.3992, 4.8157)  0.082
H (-3.9428, -1.7332, 3.7622)  0.082
H (-3.9083, -1.4723, 5.4989)  0.075
H (-3.5018, -2.6170, 7.3089)  0.101


Entry 2:
Below is a 7-piece molecular cluster, C31H57FN2O8S overall in a non-equilibrium geometry, with properties calculated with ωB97M-V with the def2-TZVPD basis set.

Summary:
SMILES	NN(Cc1ccccc1)S(=O)(=O)F.C1CCOC1.C1CCOC1.C1CCOC1.C1CCOC1.C1CCOC1.C1CCOC1
net charge	0
frontier orbital gap	9.55	eV

Each line ends with the Löwdin charge.
Positions of all 100 atoms, in Å:
N (-5.3510, 2.0053, 0.2734)  0.029
N (-5.2666, 0.7742, 0.9884)  -0.268
C (-3.9916, 0.6362, 1.7286)  -0.165
C (-3.9937, -0.4728, 2.7402)  -0.230
C (-4.8369, -0.4593, 3.8477)  -0.033
C (-4.8300, -1.5158, 4.7477)  -0.079
C (-3.9829, -2.6045, 4.5718)  -0.082
C (-3.1212, -2.6085, 3.4807)  -0.070
C (-3.1331, -1.5507, 2.5786)  -0.035
S (-5.4334, -0.4648, -0.1053)  0.589
O (-4.3135, -0.5515, -0.9835)  -0.247
O (-5.8553, -1.6389, 0.5673)  -0.221
F (-6.6335, 0.0456, -0.9189)  -0.116
H (-5.8779, 2.6612, 0.8312)  0.093
H (-4.4250, 2.3830, 0.1115)  0.085
H (-3.8496, 1.5789, 2.2488)  0.133
H (-3.1522, 0.4736, 1.0547)  0.092
H (-5.5057, 0.3717, 4.0191)  0.114
H (-5.5012, -1.5117, 5.5921)  0.099
H (-3.9800, -3.4201, 5.2741)  0.098
H (-2.4565, -3.4440, 3.3340)  0.100
H (-2.4494, -1.5860, 1.7433)  0.117
C (1.6220, 1.6348, 1.3117)  -0.162
C (0.5885, 2.4501, 0.5367)  -0.165
C (-0.7096, 1.7702, 0.9494)  -0.224
O (-0.5100, 1.2806, 2.2744)  -0.145
C (0.8815, 1.3526, 2.6094)  -0.184
H (2.5652, 2.1548, 1.4697)  0.108
H (1.8320, 0.6999, 0.7877)  0.118
H (0.5956, 3.4873, 0.8802)  0.113
H (0.7424, 2.4476, -0.5414)  0.112
H (-0.9360, 0.9167, 0.2989)  0.118
H (-1.5664, 2.4483, 0.9464)  0.107
H (1.0193, 2.1660, 3.3301)  0.123
H (1.1909, 0.4218, 3.0764)  0.088
C (-4.1740, -2.2354, -4.4813)  -0.177
C (-3.6369, -2.8183, -5.7795)  -0.170
C (-2.4009, -1.9624, -6.0178)  -0.208
O (-1.9126, -1.5879, -4.7262)  -0.144
C (-2.8941, -1.9059, -3.7294)  -0.202
H (-4.8246, -2.9142, -3.9315)  0.111
H (-4.7330, -1.3192, -4.6891)  0.113
H (-3.3485, -3.8616, -5.6280)  0.114
H (-4.3476, -2.7769, -6.6041)  0.107
H (-2.6530, -1.0490, -6.5684)  0.115
H (-1.6163, -2.4888, -6.5632)  0.113
H (-2.5373, -2.7708, -3.1590)  0.120
H (-3.0075, -1.0658, -3.0480)  0.092
C (-9.0086, -0.1767, -6.7254)  -0.173
C (-8.9064, -0.9155, -5.3964)  -0.170
C (-8.1316, -2.1630, -5.7947)  -0.203
O (-7.2766, -1.7854, -6.8814)  -0.151
C (-7.6612, -0.4917, -7.3571)  -0.207
H (-9.1874, 0.8925, -6.6226)  0.111
H (-9.8149, -0.6012, -7.3281)  0.113
H (-8.3265, -0.3252, -4.6830)  0.112
H (-9.8704, -1.1434, -4.9444)  0.111
H (-8.8012, -2.9535, -6.1498)  0.117
H (-7.5268, -2.5578, -4.9775)  0.110
H (-6.8985, 0.2314, -7.0472)  0.116
H (-7.6991, -0.5087, -8.4469)  0.115
C (4.2241, -2.9871, 4.6748)  -0.168
C (2.7070, -3.1418, 4.6346)  -0.170
C (2.2549, -1.7044, 4.4186)  -0.214
O (3.2881, -1.0579, 3.6670)  -0.151
C (4.4495, -1.8954, 3.6399)  -0.198
H (4.7665, -3.9035, 4.4476)  0.111
H (4.5390, -2.6396, 5.6613)  0.115
H (2.4180, -3.7584, 3.7803)  0.113
H (2.2841, -3.5870, 5.5339)  0.111
H (2.1419, -1.1737, 5.3701)  0.121
H (1.3127, -1.6400, 3.8721)  0.107
H (4.5440, -2.3172, 2.6327)  0.119
H (5.3346, -1.2925, 3.8477)  0.106
C (9.6146, 0.8488, 3.1313)  -0.169
C (8.5775, 1.6551, 2.3554)  -0.176
C (7.2829, 0.9822, 2.7740)  -0.207
O (7.4880, 0.4975, 4.1093)  -0.152
C (8.8795, 0.5734, 4.4348)  -0.208
H (10.5588, 1.3709, 3.2797)  0.110
H (9.8219, -0.0899, 2.6115)  0.113
H (8.5866, 2.6949, 2.6924)  0.119
H (8.7238, 1.6465, 1.2821)  0.094
H (7.0539, 0.1267, 2.1285)  0.118
H (6.4296, 1.6611, 2.7635)  0.115
H (9.0228, 1.3910, 5.1501)  0.115
H (9.1874, -0.3590, 4.9100)  0.114
C (5.6269, 3.9348, -1.3667)  -0.169
C (6.9545, 4.2454, -2.0518)  -0.169
C (7.9579, 3.7745, -1.0083)  -0.201
O (7.3389, 2.6879, -0.3134)  -0.166
C (5.9484, 2.6324, -0.6478)  -0.198
H (4.7881, 3.8405, -2.0544)  0.112
H (5.3881, 4.7168, -0.6422)  0.114
H (7.0523, 3.6523, -2.9637)  0.114
H (7.0796, 5.2947, -2.3138)  0.112
H (8.1803, 4.5668, -0.2851)  0.119
H (8.8966, 3.4323, -1.4455)  0.118
H (5.7828, 1.7679, -1.2993)  0.120
H (5.3655, 2.4941, 0.2641)  0.109


HOMO energy values (in eV) by entry order: -7.85; -9.02.
LUMO energy values (in eV) by entry order: -3.733; 0.532.
Energy above the lowest of the compared OMol25 structures with the same formula, charge and spin values (in kJ/mol) by entry order: 0.0; 0.0.